[1]
ORCA calculation (the ωB97M-V functional and the def2-TZVPD basis) on a molecular structure, C47H61FeO7S.

XYZ file:
```
117
Properties=species:S:1:pos:R:3:forces:R:3
Fe -0.789417 -1.207490 -0.513385 0.9 -0.1 0.3
C 0.315028 -3.676657 1.530343 -0.1 -0.2 -0.1
O 0.420988 -2.311432 1.113680 -0.3 0.4 -0.2
C 1.399582 -1.609098 1.815485 0.5 0.1 0.1
C 2.670338 -1.467845 1.265914 -0.2 -0.3 -0.1
C 2.958520 -1.846619 -0.168456 0.0 0.2 0.0
C 2.968457 -0.623756 -1.066148 -0.5 -0.2 -0.2
C 4.113759 0.143165 -1.219304 0.1 0.1 0.0
C 4.168829 1.229422 -2.083316 0.0 -0.1 0.0
C 3.006084 1.525937 -2.793639 0.0 0.1 0.1
C 1.837039 0.795257 -2.672317 -0.2 -0.4 0.1
C 0.691379 1.098096 -3.619964 0.0 -0.1 0.1
C -0.732552 0.961329 -3.132538 0.0 0.0 -0.2
C -1.692504 0.432956 -3.978511 0.1 0.0 0.1
C -3.028720 0.299060 -3.606162 0.0 0.1 0.0
C -3.361825 0.625272 -2.302531 -0.1 -0.1 -0.1
C -2.427599 1.136055 -1.403791 0.2 0.1 0.1
C -2.854152 1.443803 0.018407 0.1 0.0 0.0
C -2.806095 0.304921 1.027480 0.1 0.2 0.0
C -3.951615 -0.275256 1.517277 -0.1 -0.1 0.0
C -3.927336 -1.188396 2.580539 0.1 0.0 0.0
C -2.703272 -1.425033 3.218992 0.0 0.1 -0.1
C -1.519103 -0.871516 2.786733 0.0 -0.1 0.0
C -0.290090 -1.001709 3.653687 0.0 -0.1 -0.1
C 1.098284 -1.048611 3.051827 -0.1 0.0 0.0
C 2.138599 -0.512751 3.798668 -0.1 0.1 0.0
C 3.455476 -0.495058 3.349884 0.1 -0.1 -0.2
C 3.683534 -0.929128 2.051181 0.0 0.1 0.2
C 4.577928 -0.041508 4.277688 0.1 0.0 0.1
C 4.355092 1.410548 4.719633 0.0 0.0 0.0
C 4.582989 -0.957512 5.512337 0.0 0.0 0.0
C 5.952686 -0.136205 3.610856 -0.1 0.0 0.0
C -1.533949 -0.080945 1.590606 -0.6 -0.1 0.1
O -0.453067 0.267284 0.998007 0.1 -0.1 -0.9
C -5.209196 -1.888036 3.008386 -0.1 -0.1 0.0
C -5.016501 -2.779628 4.238895 0.1 0.1 -0.1
C -5.661758 -2.774870 1.836063 0.0 0.1 0.1
C -6.295189 -0.852391 3.335695 0.1 0.0 -0.1
C -1.130297 1.398675 -1.866500 -0.1 0.0 0.0
O -0.233060 2.097708 -1.100270 -0.1 -0.1 0.3
C -0.128936 3.466776 -1.446452 0.0 0.1 0.0
C -4.031925 -0.263467 -4.607531 0.0 -0.1 0.0
C -3.597510 -1.695003 -4.981791 0.0 0.1 0.0
C -5.449257 -0.310305 -4.033477 0.1 0.0 0.0
C -4.058009 0.616513 -5.865650 0.0 0.0 0.1
C 1.799548 -0.310075 -1.790016 0.9 0.6 0.1
O 0.721754 -1.064652 -1.674818 -1.3 -0.4 0.5
C 5.446607 2.021931 -2.350821 0.0 0.0 0.0
C 6.612022 1.553167 -1.476734 -0.1 0.0 0.0
C 5.850481 1.829047 -3.822622 0.0 0.0 0.1
C 5.217225 3.514677 -2.076934 0.0 -0.1 0.0
H 0.061361 -3.729435 2.591812 0.0 0.0 0.0
H 1.258808 -4.195948 1.352992 0.0 0.1 0.0
H -0.477909 -4.124582 0.939635 0.0 0.0 0.0
H 2.196034 -2.530914 -0.533689 0.1 -0.1 0.0
H 3.932693 -2.334932 -0.229598 0.0 0.0 0.0
H 4.991227 -0.140456 -0.649877 0.0 0.0 0.0
H 3.009789 2.356653 -3.493732 0.0 0.0 0.0
H 0.799256 0.423515 -4.475015 -0.1 0.1 0.0
H 0.830349 2.111614 -4.009214 0.1 0.0 0.0
H -1.371012 0.100839 -4.958908 0.0 0.0 0.0
H -4.373962 0.469838 -1.947503 0.0 0.0 0.0
H -3.884607 1.800181 -0.008277 0.0 0.1 0.0
H -2.218647 2.242502 0.405782 0.0 0.0 0.0
H -4.900773 -0.006005 1.066093 0.0 0.0 0.0
H -2.673712 -2.057131 4.095995 0.0 0.0 0.0
H -0.429463 -1.866375 4.309752 0.0 0.0 0.0
H -0.295724 -0.127600 4.313229 0.0 0.0 0.1
H 1.896897 -0.086271 4.767159 0.0 0.0 0.0
H 4.670148 -0.851050 1.615150 0.0 -0.1 0.0
H 3.411447 1.526653 5.254899 0.0 0.0 0.0
H 4.340393 2.074776 3.853693 0.0 0.0 0.0
H 5.161397 1.727968 5.384192 0.0 0.0 0.0
H 3.648741 -0.880464 6.069870 0.0 0.0 0.0
H 5.401548 -0.686520 6.183026 0.0 0.0 0.0
H 4.715317 -1.998878 5.212683 0.0 0.0 0.0
H 6.023153 0.529977 2.748756 0.0 0.0 0.0
H 6.165376 -1.156526 3.287411 0.0 0.0 0.0
H 6.724332 0.157402 4.324110 0.0 0.0 0.0
H -4.317636 -3.592844 4.034784 0.0 0.0 0.0
H -5.972588 -3.225028 4.515551 0.0 0.0 0.0
H -4.657060 -2.207685 5.096211 0.0 0.0 0.0
H -4.845097 -3.431983 1.532362 0.0 0.0 0.0
H -5.948837 -2.166695 0.976746 0.0 0.0 0.0
H -6.520423 -3.383050 2.127164 0.0 0.0 0.0
H -5.967374 -0.203242 4.149519 0.0 0.0 0.0
H -7.210133 -1.360176 3.644657 0.0 0.0 0.0
H -6.530299 -0.228779 2.472596 0.0 0.0 0.0
H 0.214050 3.601883 -2.477244 0.0 0.0 0.0
H 0.604475 3.897189 -0.767507 0.0 0.0 0.0
H -1.087861 3.983446 -1.324963 0.0 0.0 0.0
H -3.252763 -2.228175 -4.096008 -0.1 0.0 -0.1
H -2.776440 -1.678874 -5.700188 0.0 0.0 0.0
H -4.428557 -2.242458 -5.431962 0.0 0.0 -0.1
H -5.514913 -1.008710 -3.195718 0.0 0.0 0.0
H -6.142599 -0.647111 -4.805562 0.0 0.0 0.0
H -5.774696 0.676405 -3.697422 0.0 0.0 0.0
H -3.068733 0.702874 -6.314488 0.0 0.0 0.0
H -4.409809 1.622231 -5.626279 0.0 0.0 0.0
H -4.730243 0.182089 -6.608813 0.0 0.0 0.0
H 6.850965 0.505151 -1.665053 0.0 0.0 0.0
H 6.385405 1.679663 -0.415880 0.0 0.0 0.0
H 7.499705 2.145693 -1.706359 0.0 0.0 0.0
H 5.981350 0.767863 -4.041197 0.0 0.0 0.0
H 6.791805 2.345693 -4.028968 0.0 0.0 0.0
H 5.090633 2.222207 -4.498437 0.0 0.0 0.0
H 4.946210 3.672489 -1.031229 0.0 0.0 0.0
H 4.418666 3.919498 -2.699657 0.0 0.0 0.0
H 6.129674 4.078677 -2.287116 0.0 0.0 0.0
C -4.278385 -3.436880 -1.389666 0.6 0.2 0.1
S -2.511511 -3.216941 -1.252066 -0.5 -0.8 -0.3
O -2.248973 -2.826878 0.156306 0.4 0.6 0.0
O -1.863933 -4.442791 -1.632968 -0.2 0.0 0.0
O -2.188113 -2.049250 -2.093039 0.5 0.3 0.4
H -4.568803 -4.252553 -0.733414 0.0 0.0 0.0
H -4.514000 -3.658033 -2.427253 0.0 0.0 0.0
H -4.721806 -2.493428 -1.076648 -0.1 -0.1 0.0
```
Positions in Å, forces in eV/Å.

## Properties
gap between HOMO and LUMO (alpha / beta): 7.6 / 5.2 eV
⟨S²⟩: 8.79
net charge: 0
energy relative to the best compared isomer or geometry (same formula, charge and spin): 2.073 eV
multiplicity: 6
highest occupied orbital energy (alpha / beta): -0.2657 / -0.2688 hartree

---

[2]
ORCA calculation (the ωB97M-V functional and the def2-TZVPD basis) on C5H11NO in the gas phase.

XYZ file:
```
18
Properties=species:S:1:pos:R:3:forces:R:3
C 2.421412 -0.256180 0.715610 0.1 -0.1 0.1
C 1.061362 0.116578 0.144221 0.3 0.2 0.0
C 0.252915 1.091876 1.008567 0.0 -0.1 0.2
N -1.068354 1.001379 0.380925 0.1 -0.2 -0.3
C -1.324053 -0.232303 -0.081231 -0.5 0.2 -0.1
O -1.207232 -1.337949 0.664285 0.3 0.1 -0.1
C -2.272190 -0.383229 -1.229227 -0.1 0.0 0.0
H 2.926780 -0.992628 0.077052 -0.1 0.1 0.1
H 3.121910 0.594205 0.819523 -0.1 -0.1 0.0
H 2.340648 -0.708511 1.717116 0.0 0.1 -0.2
H 1.199034 0.582863 -0.846164 -0.1 -0.1 0.2
H -0.235464 -1.311102 0.861555 -0.2 0.0 0.0
H 0.190589 0.756974 2.053197 0.0 0.0 -0.1
H 0.548169 2.158330 1.039302 0.0 -0.2 0.0
H -1.336227 1.757827 -0.233781 0.0 -0.1 0.1
H -1.779588 -0.940725 -2.033512 0.0 0.1 0.2
H -2.606761 0.578884 -1.625160 0.1 -0.1 0.1
H -3.140040 -0.967938 -0.908899 0.1 0.0 0.0
```
Positions in Å, forces in eV/Å.

## Properties
gap between HOMO and LUMO (alpha / beta): 7.1 / 7.1 eV
net charge: 0
energy relative to the best compared isomer or geometry (same formula, charge and spin): 4.090 eV
multiplicity: 1
highest occupied orbital energy (alpha / beta): -0.2377 / -0.2378 hartree

---

[3]
ORCA calculation (the ωB97M-V functional and the def2-TZVPD basis) on 7 unconnected molecules or ions with the total composition C19H39O23P.

XYZ file:
```
82
Properties=species:S:1:pos:R:3:forces:R:3
O -3.103958 2.876149 -2.333249 -1.8 -9.4 -0.9
C -3.322277 1.548014 -2.481114 1.9 6.3 0.9
O -3.903150 0.694923 -1.422442 3.2 1.9 -2.3
O -2.888554 0.930155 -3.778053 -0.1 0.1 2.0
P -1.206534 0.563330 -3.513452 2.3 0.8 4.1
O -0.135464 1.590311 -4.425209 -1.2 -1.1 0.9
O -0.842539 -1.130178 -3.713940 0.0 1.8 0.0
H -3.160565 0.651611 -0.722250 -1.5 0.3 -1.3
H 0.350351 2.142090 -3.718568 -1.3 -1.4 -1.3
H -0.290225 -1.359372 -2.886431 -1.3 0.9 -1.8
C -2.275733 -3.164882 -5.878017 0.4 0.4 -0.3
O -3.071205 -4.121862 -5.181187 0.3 -1.0 0.6
C -2.364940 -5.144497 -4.636695 0.4 0.1 -0.1
O -1.154633 -5.293747 -4.699585 -1.7 0.2 0.1
O -3.238425 -5.972382 -4.009922 0.5 0.7 -0.5
C -2.631514 -7.102286 -3.386093 0.2 -0.4 0.2
H -2.942990 -2.393082 -6.271712 -0.1 -0.3 0.2
H -1.561419 -2.688582 -5.198704 -0.1 -0.3 -0.2
H -1.757150 -3.633926 -6.720425 0.0 0.0 0.2
H -1.931542 -6.783443 -2.607067 0.0 -0.1 -0.3
H -2.127190 -7.728790 -4.128732 0.1 0.2 0.2
H -3.422011 -7.694260 -2.916585 0.0 0.3 -0.2
C 4.385484 2.105127 1.025636 0.4 -0.5 0.1
O 3.579357 3.276089 0.910900 -0.8 0.1 -0.9
C 2.795614 3.308046 -0.196253 0.0 -0.3 -0.3
O 2.736468 2.445214 -1.058283 0.0 1.2 1.2
O 2.088873 4.466236 -0.178252 0.7 -0.9 0.2
C 1.214343 4.637436 -1.291839 -0.3 0.1 -0.4
H 4.970306 2.186175 1.946134 -0.3 0.2 -0.1
H 3.758745 1.210061 1.093652 0.1 0.2 -0.2
H 5.079614 2.030090 0.182348 -0.3 -0.1 0.1
H 0.460738 3.843723 -1.316416 0.2 0.1 0.0
H 1.781546 4.663685 -2.227762 -0.1 -0.1 0.2
H 0.700708 5.595586 -1.174004 0.3 -0.2 0.2
C -8.186523 -4.287242 1.062064 -0.1 -0.2 0.5
O -8.002094 -3.835888 -0.278243 0.5 1.0 -0.3
C -7.378813 -2.635148 -0.382201 0.0 0.1 0.0
O -6.984598 -1.948789 0.547627 -1.1 -1.1 -1.5
O -7.269912 -2.330234 -1.699919 -0.2 -0.5 1.1
C -6.628823 -1.083598 -1.962776 0.3 0.5 -0.1
H -8.693701 -5.255421 1.025969 0.1 0.2 -0.3
H -7.221050 -4.422732 1.560135 -0.2 0.2 0.0
H -8.817447 -3.588829 1.621292 0.3 0.0 -0.1
H -5.601045 -1.091031 -1.585784 -0.3 0.1 0.0
H -7.197360 -0.257091 -1.524586 0.2 -0.2 0.1
H -6.596391 -0.942163 -3.046612 -0.1 -0.3 0.2
C 5.401883 -1.732854 4.850016 0.1 0.0 0.5
O 5.085805 -1.815231 3.461684 0.6 -0.4 -0.8
C 6.067755 -2.355171 2.696635 0.5 -0.2 0.2
O 7.149965 -2.755516 3.096161 -1.6 0.6 -0.6
O 5.637141 -2.372721 1.409983 0.1 0.1 1.1
C 6.575044 -2.918864 0.484642 0.3 -0.2 -0.4
H 4.546971 -1.286357 5.365447 0.0 -0.1 -0.4
H 5.572528 -2.730638 5.267004 0.1 0.2 -0.1
H 6.273995 -1.090664 5.009999 -0.1 -0.3 0.0
H 6.792495 -3.964085 0.726988 0.1 0.3 0.1
H 7.494019 -2.324195 0.469993 -0.1 -0.2 0.1
H 6.126441 -2.883235 -0.511973 -0.2 0.1 0.3
C 4.072965 6.351887 2.050914 -0.5 -0.4 -0.2
O 5.273848 7.012039 2.446183 1.0 0.3 -0.7
C 6.198086 7.127673 1.459535 -0.2 -0.2 -0.3
O 6.077550 6.724965 0.313074 0.2 0.6 1.6
O 7.279742 7.769111 1.969234 -0.9 -0.5 -0.2
C 8.340927 7.962525 1.036139 0.4 0.1 -0.3
H 3.406390 6.315466 2.917086 0.3 0.2 0.0
H 3.570812 6.908808 1.253261 0.2 -0.2 0.0
H 4.282977 5.324969 1.734816 -0.1 0.4 -0.1
H 8.009482 8.583945 0.197994 0.0 -0.3 0.1
H 8.721640 7.000136 0.679454 -0.2 0.2 -0.1
H 9.152633 8.484061 1.550813 -0.3 -0.1 0.1
C -4.378797 -1.688702 1.318073 -0.5 0.0 -0.1
O -3.441792 -1.014612 2.155798 0.2 0.2 1.2
C -3.765423 -1.021085 3.473479 -0.5 -0.3 0.1
O -4.755243 -1.539135 3.966385 1.5 0.8 -0.7
O -2.796982 -0.351442 4.147950 -0.6 -0.4 -0.6
C -3.006963 -0.277552 5.556722 -0.1 0.0 0.5
H -4.020288 -1.621120 0.287148 0.2 0.1 0.2
H -4.448065 -2.746978 1.589782 -0.1 0.2 0.1
H -5.361110 -1.208475 1.373044 0.6 -0.3 0.2
H -3.021245 -1.279369 5.997930 -0.2 0.2 -0.1
H -3.934320 0.259061 5.781253 0.1 -0.3 0.0
H -2.173234 0.278756 5.993958 -0.1 -0.1 -0.4
```
Positions in Å, forces in eV/Å.

## Properties
gap between HOMO and LUMO: 8.3 eV
net charge: 0
SMILES: O=C(O)OP(O)O.COC(=O)OC.COC(=O)OC.COC(=O)OC.COC(=O)OC.COC(=O)OC.COC(=O)OC
multiplicity: 1
highest occupied orbital energy: -0.3397 hartree

---

[4]
ORCA calculation (the ωB97M-V functional and the def2-TZVPD basis) on C15H18N4O4 in the gas phase.

XYZ file:
```
41
Properties=species:S:1:pos:R:3:forces:R:3
N 0.310831 -1.320674 2.059118 -0.9 0.1 3.5
C 1.262440 -0.606693 1.192772 1.9 -1.5 1.9
C 2.663686 -1.388004 1.266635 -0.6 2.8 0.9
C 3.425350 -1.021971 0.032199 3.9 1.2 -1.1
C 4.782280 -1.238204 -0.387884 -0.8 -1.5 0.5
N 5.119001 -0.405658 -1.363816 -3.2 3.1 -3.4
C 3.915701 0.419217 -1.698567 1.7 -5.9 5.8
N 3.010090 0.049310 -0.738023 2.4 0.6 -2.5
C 0.877077 -0.602134 -0.259880 -2.8 -2.8 0.1
O 0.880968 -1.733680 -0.787321 0.3 1.6 0.1
N 0.274240 0.447096 -0.853611 -0.5 -0.1 -0.1
C -0.345909 1.628516 -0.324327 1.6 0.2 0.5
C -1.293088 1.354088 0.822568 -0.8 -3.0 0.0
C -2.577803 0.731267 0.250306 -0.9 -3.1 0.2
C -2.829330 -0.727861 0.354036 4.9 1.6 2.4
C -3.970959 -1.322480 0.094146 -2.0 -3.2 -0.7
C -4.967580 -0.700905 -0.578866 -0.3 3.1 -0.8
O -5.994653 -1.471977 -0.998204 -1.9 2.1 -3.6
C -4.779923 0.671344 -0.835733 -0.1 1.0 -0.9
C -3.611579 1.370257 -0.416082 0.0 -3.4 1.0
C 0.783413 2.495209 0.186415 -1.2 3.5 3.8
O 0.439325 3.370773 1.052916 2.1 -2.5 -3.2
O 2.047715 2.267050 -0.146732 -1.0 1.8 0.5
H 0.312364 -1.076425 3.244563 0.5 -0.9 -5.0
H 0.313020 -2.352403 1.925255 0.1 1.2 0.2
H 1.442386 0.328957 1.675257 -0.1 1.0 -0.2
H 3.148726 -0.896023 2.216535 -0.5 -1.5 -1.7
H 2.364909 -2.411225 1.395985 0.6 -0.5 -0.1
H 5.611444 -1.946790 -0.323492 -0.9 -0.5 1.3
H 5.761092 -0.644044 -2.133260 -0.1 0.2 1.0
H 4.036365 1.247883 -2.277899 -0.4 2.1 -1.5
H 0.010288 0.278375 -1.771856 -0.4 -0.9 -1.8
H -0.870562 2.152556 -1.141635 0.3 -0.2 0.3
H -0.836531 0.526571 1.519188 -0.9 1.9 -1.2
H -1.480552 2.255364 1.358035 -0.2 0.5 0.4
H -2.034673 -1.464797 0.747705 -0.9 1.8 -0.4
H -4.188447 -2.411956 0.170386 0.8 0.7 0.3
H -6.363547 -0.960848 -1.865156 0.9 -2.0 3.2
H -5.424382 1.343342 -1.467482 0.1 -1.3 0.7
H -3.490076 2.360298 -0.608587 -0.1 2.9 -0.7
H 2.266888 1.407291 -0.585604 -0.6 -0.5 0.2
```
Positions in Å, forces in eV/Å.

## Properties
gap between HOMO and LUMO: 8.6 eV
net charge: 0
energy relative to the best compared isomer or geometry (same formula, charge and spin): 6.213 eV
SMILES: N[C@@H](Cc1c[nH]cn1)C(=O)N[C@@H](Cc1ccc(O)cc1)C(=O)O
multiplicity: 1
highest occupied orbital energy: -0.2995 hartree